1.
DFT (ωB97M-V/def2-TZVPD) results for a 3-piece molecular cluster, C5H14O2 overall in a non-equilibrium geometry.

Last column: natural (NBO) charge in e.
Element x y z (Å)
1 C 1.35605 1.00475 0.17389  -0.65
2 C 0.61916 -0.26802 -0.10915  -0.18
3 C -0.01701 -1.18334 0.57849  -0.01
4 C -0.97346 -2.29330 0.06768  -0.64
5 C 0.13548 -1.09432 2.05496  -0.65
6 H 2.43146 0.66225 0.27558  0.23
7 H 1.19638 1.67919 -0.56978  0.22
8 H 1.03823 1.60251 1.00126  0.21
9 H 0.76034 -0.56411 -1.21915  0.18
10 H -1.67592 -2.72429 0.83193  0.22
11 H -0.47672 -3.07693 -0.34487  0.22
12 H -1.80082 -2.00944 -0.61059  0.22
13 H -0.62944 -0.38829 2.46109  0.21
14 H 1.06114 -0.66761 2.43051  0.21
15 H 0.15384 -2.03613 2.53464  0.22
16 O -1.28577 2.76604 2.08632  -0.93
17 H -2.20164 2.48251 2.17268  0.47
18 H -0.89563 1.97039 1.58264  0.47
19 O 0.79894 1.30362 -5.26958  -0.91
20 H 0.34180 2.05597 -4.81527  0.46
21 H 0.06360 0.77855 -5.31329  0.45

Output
Frontier orbital gap   9.5 eV
ΔE to the lowest compared entry with this formula, charge and spin   200.66 kJ/mol
HOMO   -8.921 eV
2S+1   1
Electronic energy   -349.2994 Eh
Largest force on an atom   4.50 eV/Å



2.
DFT (ωB97M-V/def2-TZVPD) results for a 2-piece molecular cluster, C5H14O2 overall in a non-equilibrium geometry.

Last column: natural (NBO) charge in e.
Element x y z (Å)
1 C 0.27123 0.11793 2.35887  -0.61
2 C -0.69083 -0.22662 1.23321  -0.19
3 C -1.96834 0.61577 1.13843  -0.61
4 C 0.02359 -0.60990 -0.07400  -0.43
5 C -0.70985 -1.16738 -1.26214  -0.07
6 O -0.82947 -2.59632 -1.28243  -0.72
7 H 0.84513 -0.81144 2.46114  0.21
8 H -0.09378 0.33632 3.36589  0.22
9 H 0.90347 0.94633 2.02993  0.20
10 H -1.10047 -1.26147 1.44664  0.16
11 H -1.70466 1.63384 0.82912  0.20
12 H -2.58620 0.18181 0.36305  0.21
13 H -2.47644 0.58911 2.12514  0.21
14 H 0.74048 -1.41318 0.19420  0.21
15 H 0.58178 0.24794 -0.48566  0.20
16 H -0.29258 -0.69114 -2.16185  0.19
17 H -1.76555 -0.81960 -1.35999  0.16
18 H -0.91296 -2.87635 -0.36826  0.46
19 O 3.63108 2.25413 -3.50024  -0.92
20 H 4.19414 2.63558 -4.19217  0.46
21 H 3.94023 2.91464 -2.85889  0.46

Output
Frontier orbital gap   10.7 eV
ΔE to the lowest compared entry with this formula, charge and spin   100.38 kJ/mol
HOMO   -9.896 eV
2S+1   1
Electronic energy   -349.3376 Eh
Largest force on an atom   3.21 eV/Å



3.
DFT (ωB97M-V/def2-TZVPD) results for a 3-piece molecular cluster, C5H14O2 overall in a non-equilibrium geometry.

Last column: natural (NBO) charge in e.
Element x y z (Å)
1 C -0.24722 -0.58666 -1.34347  -0.67
2 C -0.35487 0.36283 -0.19633  -0.21
3 C -0.01952 -0.02095 1.02487  0.01
4 C -0.17648 0.93073 2.20852  -0.64
5 C 0.30946 -1.42093 1.34683  -0.66
6 H -0.93528 -1.37977 -1.20173  0.21
7 H -0.28545 -0.19414 -2.41005  0.24
8 H 0.70190 -1.01397 -1.22604  0.22
9 H -0.13056 1.40945 -0.40803  0.20
10 H 0.79254 0.92202 2.73357  0.20
11 H -1.02480 0.64881 2.89247  0.22
12 H -0.32972 1.97307 1.77255  0.21
13 H 0.33678 -2.06299 0.54374  0.22
14 H -0.47244 -1.80134 1.97493  0.22
15 H 1.27345 -1.48559 1.87811  0.22
16 O 2.94741 0.71462 -0.20040  -0.95
17 H 3.77153 0.89346 0.24719  0.47
18 H 2.17978 0.99222 0.38415  0.48
19 O -2.59862 0.00573 -3.42698  -0.93
20 H -2.84487 0.39509 -2.57959  0.47
21 H -2.89302 0.71828 -4.01432  0.46

Output
Frontier orbital gap   9.6 eV
ΔE to the lowest compared entry with this formula, charge and spin   126.59 kJ/mol
HOMO   -8.830 eV
2S+1   1
Electronic energy   -349.3276 Eh
Largest force on an atom   2.33 eV/Å



4.
DFT (ωB97M-V/def2-TZVPD) results for a 3-piece molecular cluster, C5H14O2 overall in a non-equilibrium geometry.

Last column: natural (NBO) charge in e.
Element x y z (Å)
1 C 0.81531 1.36948 0.03207  -0.65
2 C -0.01238 0.18111 -0.35811  -0.25
3 C -0.92913 -0.36534 0.44087  0.05
4 C -1.92754 -1.37799 -0.09317  -0.64
5 C -1.25773 0.18344 1.80798  -0.66
6 H 0.88565 2.09198 -0.78704  0.21
7 H 0.52781 1.95562 0.90124  0.21
8 H 1.83139 1.06520 0.22908  0.22
9 H 0.45362 -0.46566 -1.09704  0.20
10 H -2.56502 -0.73136 -0.68748  0.23
11 H -2.51352 -1.73838 0.75056  0.20
12 H -1.60026 -2.20440 -0.70017  0.22
13 H -2.08136 -0.38736 2.22538  0.21
14 H -1.36607 1.26525 1.92204  0.23
15 H -0.42630 -0.09558 2.45762  0.22
16 O -1.92127 -0.07232 -3.25734  -0.96
17 H -1.34053 -0.83148 -3.37330  0.48
18 H -1.68413 0.46240 -2.49671  0.48
19 O 4.77018 -0.38938 0.76839  -0.94
20 H 5.01882 -0.00923 -0.08637  0.47
21 H 5.32247 0.09398 1.40152  0.47

Output
Frontier orbital gap   9.5 eV
ΔE to the lowest compared entry with this formula, charge and spin   108.01 kJ/mol
HOMO   -8.733 eV
2S+1   1
Electronic energy   -349.3347 Eh
Largest force on an atom   1.73 eV/Å



5.
DFT (ωB97M-V/def2-TZVPD) results for a 3-piece molecular cluster, C5H14O2 overall in a non-equilibrium geometry.

Last column: natural (NBO) charge in e.
Element x y z (Å)
1 C -2.48377 -0.70527 1.30723  -0.41
2 C -1.84475 -1.12936 0.22598  -0.15
3 C -1.09090 -0.24633 -0.72914  -0.45
4 C -1.21333 -0.72120 -2.18489  -0.39
5 C -0.77344 0.34445 -3.17823  -0.60
6 H -2.46228 0.33317 1.58025  0.19
7 H -3.00052 -1.43083 1.91965  0.20
8 H -2.02036 -2.12722 -0.13974  0.19
9 H -1.43874 0.76871 -0.55056  0.20
10 H -0.03139 -0.17827 -0.47937  0.23
11 H -2.22185 -1.08286 -2.28486  0.20
12 H -0.57935 -1.61154 -2.21993  0.19
13 H -1.57709 1.06733 -3.30228  0.21
14 H 0.09599 0.84724 -2.75936  0.20
15 H -0.60859 -0.08132 -4.16230  0.21
16 O 3.44447 1.17846 4.81396  -0.93
17 H 2.91608 0.37334 4.74503  0.47
18 H 2.91574 1.71398 5.42305  0.47
19 O 2.35524 0.56589 -0.80818  -0.95
20 H 2.35068 0.58859 -1.77058  0.48
21 H 2.92099 1.25098 -0.44695  0.48

Output
Frontier orbital gap   10.1 eV
ΔE to the lowest compared entry with this formula, charge and spin   89.36 kJ/mol
HOMO   -9.363 eV
2S+1   1
Electronic energy   -349.3418 Eh
Largest force on an atom   1.27 eV/Å



6.
DFT (ωB97M-V/def2-TZVPD) results for a 3-piece molecular cluster, C5H14O3 overall in a non-equilibrium geometry.

Last column: natural (NBO) charge in e.
Element x y z (Å)
1 O 1.23802 3.66134 -0.38629  -0.57
2 C 0.29329 2.91598 -0.35185  0.39
3 C 0.36038 1.39971 -0.43808  -0.75
4 C 1.72912 0.87325 -0.06968  -0.42
5 C 1.98523 -0.59742 -0.49830  -0.43
6 C 2.39172 -1.53904 0.63587  -0.65
7 H -0.72966 3.31331 -0.20323  0.09
8 H 0.04480 1.04943 -1.42249  0.22
9 H -0.37997 1.12494 0.31600  0.18
10 H 1.91165 0.94602 1.00793  0.20
11 H 2.53600 1.49359 -0.48574  0.21
12 H 2.76811 -0.57032 -1.24281  0.19
13 H 1.16059 -0.98952 -1.09077  0.20
14 H 3.40074 -1.97031 0.58522  0.19
15 H 1.75363 -2.43996 0.59152  0.21
16 H 2.27230 -1.16389 1.63561  0.21
17 H -4.08791 -3.26030 -1.73830  0.44
18 H -3.55303 -1.93271 -2.33267  0.43
19 O -3.73314 -2.39464 -1.50597  -1.03
20 H -3.81789 -0.30490 3.04579  0.42
21 H -3.37779 0.38873 1.76079  0.37
22 O -4.16619 -0.00330 2.18746  -1.10

Output
Frontier orbital gap (alpha / beta)   2.6 / 10.2 eV
ΔE to the lowest compared entry with this formula, charge and spin   124.61 kJ/mol
HOMO (alpha / beta)   0.924 / -6.649 eV
<S²>   0.750
2S+1   2
Net charge   -1
Electronic energy   -424.5559 Eh
Largest force on an atom   1.77 eV/Å



7.
DFT (ωB97M-V/def2-TZVPD) results for a 3-piece molecular cluster, C5H14O3 overall in a non-equilibrium geometry.

Last column: natural (NBO) charge in e.
Element x y z (Å)
1 C 0.40250 -1.33065 0.82406  -0.62
2 C 0.32781 -0.07948 -0.06510  -0.21
3 C -0.98388 0.69860 -0.09996  -0.62
4 C 1.52930 0.85715 0.33563  -0.54
5 C 2.60259 0.87294 -0.70596  0.47
6 O 2.51806 0.51389 -1.85100  -0.56
7 H 1.39503 -1.75917 0.68852  0.21
8 H -0.22254 -2.15553 0.45632  0.21
9 H -0.02811 -1.08851 1.79670  0.21
10 H 0.52366 -0.41197 -1.08468  0.21
11 H -1.02134 1.17002 -1.08807  0.23
12 H -1.85941 0.04906 -0.16957  0.22
13 H -1.08094 1.44950 0.67865  0.20
14 H 1.83296 0.49747 1.32328  0.24
15 H 1.18316 1.85760 0.61617  0.25
16 H 3.60468 1.22227 -0.38662  0.11
17 O -4.09699 -1.15646 2.83401  -0.94
18 H -4.97087 -0.80978 2.75692  0.47
19 H -3.80288 -0.99540 3.74412  0.47
20 O 0.40840 0.37650 -3.76565  -0.95
21 H 1.22188 0.76529 -3.38352  0.49
22 H 0.51693 -0.54334 -3.45425  0.46

Output
Frontier orbital gap   10.9 eV
ΔE to the lowest compared entry with this formula, charge and spin   38.83 kJ/mol
HOMO   -10.172 eV
2S+1   1
Electronic energy   -424.5914 Eh
Largest force on an atom   1.91 eV/Å



8.
DFT (ωB97M-V/def2-TZVPD) results for a 4-piece molecular cluster, C5H14O3 overall in a non-equilibrium geometry.

Last column: natural (NBO) charge in e.
Element x y z (Å)
1 C 1.27958 -1.86463 -1.05804  0.10
2 C 1.97391 -3.00281 -1.04009  -0.06
3 C 1.81471 -0.71691 -0.34138  -0.54
4 C 0.94430 0.56235 -0.54165  -0.20
5 C -0.06454 1.01872 0.24426  -0.34
6 H 0.24063 -1.81861 -1.30950  0.25
7 H 1.83613 -4.00971 -1.45557  0.25
8 H 3.10947 -3.10982 -0.76372  0.23
9 H 1.80360 -1.04356 0.74694  0.34
10 H 2.76499 -0.42235 -0.62120  0.28
11 H 1.43663 1.19412 -1.36185  0.24
12 H -0.48055 1.94515 -0.22238  0.23
13 H -0.51355 0.71855 1.15000  0.23
14 H 3.88088 6.18341 -0.10390  0.47
15 H 3.13680 6.76835 1.06759  0.47
16 O 3.22722 5.90458 0.65703  -0.94
17 H -5.83898 -3.58967 3.05777  0.48
18 H -4.83504 -3.58706 1.82288  0.47
19 O -5.04410 -4.03805 2.70211  -0.94
20 H -3.36179 1.29029 -1.53134  0.46
21 H -3.33061 0.65442 -0.26060  0.45
22 O -3.97970 0.96322 -0.83738  -0.90

Output
Frontier orbital gap (alpha / beta)   8.1 / 3.8 eV
ΔE to the lowest compared entry with this formula, charge and spin   264.11 kJ/mol
HOMO (alpha / beta)   -13.285 / -13.285 eV
<S²>   0.754
2S+1   2
Net charge   +1
Electronic energy   -424.1538 Eh
Largest force on an atom   7.19 eV/Å